Model A:
The following is a DFT calculation (ωB97M-V/def2-TZVPD) of one molecule with the formula C3H3Cl2F.

Computed properties:
SMILES string   F[C@@H](Cl)/C=C/Cl
E_HOMO   -10.3 eV
LUMO   0.6 eV
Gap between HOMO and LUMO   10.898 eV

Each line ends with the Mulliken charge.
Element x y z (Å)
C (1.289, 0.181, -0.231)  -0.194
C (0.245, -0.537, 0.227)  -0.302
C (-1.167, 0.035, 0.280)  0.193
H (1.333, 1.311, -0.621)  0.287
H (0.321, -1.553, 0.463)  0.387
H (-1.544, 0.217, 1.236)  0.238
F (-0.941, 1.385, -0.384)  -0.303
Cl (3.019, -0.368, -0.420)  -0.175
Cl (-2.555, -0.671, -0.549)  -0.131

Model B:
The following is a DFT calculation (ωB97M-V/def2-TZVPD) of one molecule with the formula C3H3Cl2F.

Computed properties:
SMILES string   C/C(Cl)=C(/F)Cl
E_HOMO   -9.3 eV
LUMO   0.8 eV
Gap between HOMO and LUMO   10.037 eV

Each line ends with the Mulliken charge.
Element x y z (Å)
C (0.534, 1.896, -0.059)  -0.990
C (0.527, 0.441, -0.022)  0.308
C (-0.497, -0.421, -0.070)  0.377
H (1.398, 2.279, -0.600)  0.328
H (0.562, 2.315, 0.947)  0.267
H (-0.440, 2.201, -0.504)  0.315
F (-0.472, -1.706, -0.063)  -0.213
Cl (2.085, -0.360, 0.046)  -0.208
Cl (-2.123, 0.187, 0.049)  -0.185

Model C:
The following is a DFT calculation (ωB97M-V/def2-TZVPD) of one molecule with the formula C3H3Cl2F.

Computed properties:
SMILES string   F[C@]1(Cl)C[C@H]1Cl
E_HOMO   -10.8 eV
LUMO   0.7 eV
Gap between HOMO and LUMO   11.484 eV

Each line ends with the Mulliken charge.
Element x y z (Å)
C (-0.746, -0.194, -0.515)  -0.175
C (0.064, -0.458, 0.802)  -0.699
C (0.654, 0.269, -0.294)  0.629
H (-0.804, -1.043, -1.247)  0.330
H (0.299, -1.462, 1.022)  0.246
H (-0.240, 0.084, 1.735)  0.260
F (1.804, -0.235, -0.948)  -0.268
Cl (-2.056, 1.008, -0.445)  -0.154
Cl (1.024, 2.032, -0.111)  -0.169

What is the most stable structure shown above? It is model B.